[1]
Entry from the Open Molecules 2025 dataset: a molecular structure, CH2NO4PS4 at a distorted geometry (ωB97M-V/def2-TZVPD).

Values from the calculation:
**HOMO level (alpha / beta)**: 1.82 / -1.41 eV
**Orbital gap (alpha / beta)**: 0.1293 / 0.2089 Eh
**Charge**: -2
**E**: -2329.16724 Ha
**Spin multiplicity**: 3

Each line ends with the natural charge from an NBO analysis.
Geometry (Å):
S: 4.22539 -0.43882 -0.99890  -0.4364
N: 1.63268 -0.62855 -0.48131  -0.8552
O: -0.89891 -0.26374 -0.45333  -1.0009
S: 2.75040 0.74995 1.38604  -0.0181
S: 0.34396 -0.06032 0.54295  1.1973
H: 1.62695 -0.61129 -1.43555  0.3923
S: -0.06371 -1.54587 1.67563  -0.5806
H: -2.80802 -0.99581 0.43008  0.4827
O: -1.57496 1.90907 0.71649  -1.1462
C: 2.86495 -0.16602 -0.11834  -0.3528
O: -3.19653 -0.18728 0.53808  -1.0051
P: -2.16729 0.92356 -0.23656  2.4686
O: -2.73490 1.31512 -1.56529  -1.1458

---

[2]
Entry from the Open Molecules 2025 dataset: 2 unconnected molecules or ions with the total composition CH2NO4S at a distorted geometry (ωB97M-V/def2-TZVPD).

Values from the calculation:
**HOMO level**: -5.06 eV
**Orbital gap**: 0.3320 Eh
**Charge**: -1
**E**: -793.18274 Ha
**Spin multiplicity**: 1

Each line ends with the natural charge from an NBO analysis.
Geometry (Å):
H: -0.09004 -1.07582 -1.07396  0.3658
O: -3.03511 -0.06427 0.29612  -0.9648
H: 1.09587 0.48873 1.04329  0.4410
C: -1.06898 1.45782 0.31474  0.5217
O: -1.44352 2.42647 -0.19845  -0.4991
O: -1.09252 -1.13413 1.26462  -0.9754
O: 0.86485 1.33251 0.51448  -0.9814
N: -0.96149 -0.47050 -1.17722  -1.1529
S: -1.61926 -0.30535 0.24196  2.2451

---

[3]
Entry from the Open Molecules 2025 dataset: a molecular structure, CH2NO5P at a distorted geometry (ωB97M-V/def2-TZVPD).

Values from the calculation:
**HOMO level (alpha / beta)**: 1.70 / 1.70 eV
**Orbital gap (alpha / beta)**: 0.1940 / 0.1940 Eh
**Charge**: -2
**E**: -811.60290 Ha
**Spin multiplicity**: 1

Each line ends with the natural charge from an NBO analysis.
Geometry (Å):
O: 1.37351 0.26213 -1.70692  -1.2115
O: -1.21178 2.25415 0.14568  -0.6569
C: -1.46608 1.07548 0.03727  0.4755
O: -0.94649 -1.43302 0.28911  -0.7651
H: -2.48203 0.52097 0.04359  0.0593
O: 1.90490 0.84842 0.72095  -1.2075
H: 0.52321 -1.64896 0.39146  0.4840
O: 1.50323 -1.59336 0.15672  -1.0691
P: 1.23764 -0.06158 -0.23868  2.4161
N: -0.43609 -0.22423 0.16082  -0.5250

---

[4]
Entry from the Open Molecules 2025 dataset: a single CH2NOP molecule at a distorted geometry (ωB97M-V/def2-TZVPD).

Values from the calculation:
**HOMO level**: -8.96 eV
**SMILES**: [H]/P=N/C=O
**Orbital gap**: 0.3160 Eh
**E**: -510.57160 Ha
**Spin multiplicity**: 1

Each line ends with the natural charge from an NBO analysis.
Geometry (Å):
H: -0.50735 -1.83035 0.03921  0.1486
C: -0.88514 -0.84027 0.27108  0.5924
N: 0.26191 0.24255 -0.23828  -1.0034
O: -1.90654 -0.47478 0.72386  -0.4899
P: 1.36869 1.17940 0.25478  0.8601
H: 1.66842 1.72346 -1.05066  -0.1077

---

[5]
Entry from the Open Molecules 2025 dataset: 2 unconnected molecules or ions with the total composition CH2NOS at a distorted geometry (ωB97M-V/def2-TZVPD).

Values from the calculation:
**HOMO level**: -1.05 eV
**Orbital gap**: 0.1615 Eh
**Charge**: -1
**E**: -567.45433 Ha
**Spin multiplicity**: 1

Each line ends with the natural charge from an NBO analysis.
Geometry (Å):
H: -0.88870 -0.05354 -1.56034  0.2603
S: 1.51591 -1.60346 0.21574  -0.0385
N: -1.33125 0.21119 -0.65115  -1.4775
O: 0.69911 0.62009 1.58719  -0.4694
H: -1.05741 1.20626 -0.64913  0.2653
C: 1.06233 -0.38054 1.05768  0.4598

---

[6]
Entry from the Open Molecules 2025 dataset: a molecular structure, CH2NOS3 at a distorted geometry (ωB97M-V/def2-TZVPD).

Values from the calculation:
**HOMO level**: -3.19 eV
**Orbital gap**: 0.2441 Eh
**Charge**: -1
**E**: -1363.91370 Ha
**Spin multiplicity**: 1

Each line ends with the natural charge from an NBO analysis.
Geometry (Å):
N: 1.86743 -0.28903 -0.05817  -0.9844
S: -0.89464 1.83565 -0.34773  -0.2903
S: 0.81932 -1.64555 0.27277  0.1542
H: 1.92665 0.34493 0.67156  0.3484
H: 1.37694 0.11052 -0.77689  0.3720
S: -0.80065 -1.17556 -0.93730  -0.4417
O: -2.60083 0.23075 0.89541  -0.5563
C: -1.69422 0.58828 0.28034  0.3981

---

[7]
Entry from the Open Molecules 2025 dataset: a single CH2O2S2 molecule at a distorted geometry (ωB97M-V/def2-TZVPD).

Values from the calculation:
**HOMO level**: -9.47 eV
**SMILES**: O=CSSO
**Orbital gap**: 0.3200 Eh
**E**: -986.08279 Ha
**Spin multiplicity**: 1

Each line ends with the natural charge from an NBO analysis.
Geometry (Å):
O: -2.44354 -0.09018 -0.57290  -0.4838
S: 0.12678 -0.98429 0.05489  -0.0997
H: 1.65895 1.80559 0.19678  0.4831
C: -1.65560 -0.70878 0.06943  0.2980
S: 1.90094 0.10150 -0.89297  0.4847
O: 2.25485 1.12513 0.25639  -0.8194
H: -1.84237 -1.24898 0.88839  0.1372

---

[8]
Entry from the Open Molecules 2025 dataset: a molecular structure, CH2O2S3 at a distorted geometry (ωB97M-V/def2-TZVPD).

Values from the calculation:
**HOMO level**: -9.59 eV
**Orbital gap**: 0.2888 Eh
**E**: -1384.19879 Ha
**Spin multiplicity**: 1

Each line ends with the natural charge from an NBO analysis.
Geometry (Å):
S: 1.88015 1.16062 -0.16002  -0.3024
C: -1.40023 0.40349 0.78340  -0.3694
O: -1.44026 -1.41158 -0.93973  -0.8921
S: -1.13244 -1.56775 0.45698  1.6664
O: 0.32650 -1.47433 0.70493  -0.9417
H: 1.28802 1.39639 -1.22393  0.1073
S: -0.85597 1.61259 0.07758  0.4793
H: 1.33424 -0.11944 0.30079  0.2525

---

[9]
Entry from the Open Molecules 2025 dataset: a single CH2O3 molecule at a distorted geometry (ωB97M-V/def2-TZVPD).

Values from the calculation:
**HOMO level (alpha / beta)**: -10.15 / -10.15 eV
**Orbital gap (alpha / beta)**: 0.2612 / 0.2614 Eh
**E**: -264.74727 Ha
**Spin multiplicity**: 1

Each line ends with the natural charge from an NBO analysis.
Geometry (Å):
C: 0.39365 0.16863 -0.32411  0.2056
H: -0.49343 0.62564 -0.90695  0.2405
O: -0.96238 -1.25678 1.21896  -0.1090
O: 1.33885 -0.53650 -0.75111  -0.5412
O: -0.72693 -0.17415 0.60894  -0.0246
H: 0.45025 1.17316 0.15426  0.2287

---

[10]
Entry from the Open Molecules 2025 dataset: 2 unconnected molecules or ions with the total composition CH2O3S at a distorted geometry (ωB97M-V/def2-TZVPD).

Values from the calculation:
**HOMO level (alpha / beta)**: -9.55 / -9.48 eV
**Orbital gap (alpha / beta)**: 0.2872 / 0.2990 Eh
**E**: -662.95419 Ha
**Spin multiplicity**: 1

Each line ends with the natural charge from an NBO analysis.
Geometry (Å):
O: -2.31169 1.19523 -0.00511  -0.3311
H: 0.06312 1.05683 0.51706  0.2112
O: 1.42766 0.09002 -0.49659  -0.6832
C: 0.20278 0.13321 0.05602  0.2604
O: -0.18199 -0.86321 0.92243  -0.5890
H: 1.88369 -0.69582 -0.58025  0.4950
S: -1.08357 -0.91625 -0.41357  0.6367

---

It is found that the energy relative to the best compared isomer or geometry (same formula, charge and spin) values, taken in the order of the records, are 0.000; 3.090; 2.381; 2.011; 3.042; 0.800; 1.374; 3.239; 8.406; 5.951 eV.